1.
Density functional theory data (ωB97M-V with the def2-TZVPD basis set) for 10 unconnected molecules or ions with the total composition C47H54N11O2P2.

As for the total energy: -88670.866 eV. The LUMO energy comes out at -0.102 Ha. The calculation puts the highest occupied orbital energy at -10.7284 eV. For the largest force on an atom, the calculation gives 0.00759 Eh/bohr. The HOMO-LUMO gap comes out at 8.0 eV.

```
! RIJCOSX wB97M-V def2-TZVPD def2/J DEFGRID3
* xyz 1 1
N 2.35828 2.68755 1.75241
C 2.55422 1.50798 2.15542
C 3.89787 0.78311 2.21672
P 4.43465 0.44925 0.52539
P 5.95958 -1.15572 0.45121
N 5.21282 -2.38855 0.90784
O 6.31621 -1.06346 -1.08927
O 7.24951 -0.62326 1.19502
H 3.21422 3.18879 1.50073
H 1.69412 0.90052 2.43789
H 4.63738 1.40589 2.72055
H 3.82331 -0.17646 2.72622
H 3.32859 0.00384 -0.20468
H 4.90548 1.63515 -0.04780
H 5.54085 -2.95273 1.67874
H 7.19973 -0.71373 -1.26504
H 7.32141 0.29979 1.46141
N 7.34992 2.26647 -0.15535
C 7.94265 2.70056 0.96071
C 9.15400 3.36949 0.97945
C 9.79229 3.60506 -0.22914
C 9.18927 3.16512 -1.39597
C 7.97312 2.50545 -1.31056
H 7.41828 2.52021 1.89785
H 9.58109 3.69901 1.91610
H 10.74001 4.12542 -0.25946
H 9.64689 3.33094 -2.36114
H 7.47273 2.16126 -2.20906
N -0.33060 -0.04742 1.26266
C -1.13194 -0.95676 1.82224
C -2.45410 -0.69434 2.14914
C -2.98141 0.56245 1.89629
C -2.15519 1.51472 1.31553
C -0.84991 1.15697 1.01964
H -0.70796 -1.93644 2.01294
H -3.05882 -1.46643 2.60368
H -4.00956 0.78603 2.15851
H -2.50902 2.51432 1.10180
H -0.17678 1.87867 0.56774
N 2.35693 -3.51700 -4.33113
C 3.07115 -3.22594 -3.24714
C 4.28251 -2.54956 -3.28722
C 4.77986 -2.15597 -4.52004
C 4.04837 -2.45502 -5.65720
C 2.84653 -3.13337 -5.50698
H 2.65810 -3.55482 -2.29948
H 4.82140 -2.34396 -2.37416
H 5.72555 -1.63350 -4.59691
H 4.39895 -2.18136 -6.64297
H 2.25158 -3.38940 -6.37718
N 4.88063 -7.12781 -7.22182
C 3.92588 -6.33938 -6.73321
C 2.60482 -6.73195 -6.57792
C 2.25086 -8.01639 -6.95999
C 3.23213 -8.84733 -7.47545
C 4.52648 -8.35855 -7.58402
H 4.23623 -5.34234 -6.44037
H 1.87877 -6.04695 -6.15975
H 1.23089 -8.36328 -6.85602
H 3.00542 -9.85763 -7.78786
H 5.31635 -8.98659 -7.98082
N -6.28006 0.30047 2.36043
C -7.36767 0.94384 2.78116
C -8.64750 0.41890 2.69683
C -8.80841 -0.84286 2.14675
C -7.68526 -1.52325 1.70441
C -6.44808 -0.91064 1.83250
H -7.20632 1.93212 3.19800
H -9.49421 0.99175 3.04878
H -9.79191 -1.28539 2.05894
H -7.76171 -2.50653 1.26113
H -5.55043 -1.41223 1.48492
N -2.47884 2.14688 7.63958
C -1.30063 2.64269 7.27130
C -0.77885 2.51129 5.99178
C -1.51955 1.82538 5.04276
C -2.74947 1.30683 5.41399
C -3.18334 1.49380 6.71847
H -0.74594 3.17387 8.03710
H 0.18364 2.94374 5.75153
H -1.15614 1.69877 4.02956
H -3.36066 0.76614 4.70372
H -4.14227 1.10146 7.03859
N -7.55384 2.56836 -1.46007
C -6.97078 2.75942 -0.27807
C -6.61114 4.00835 0.20815
C -6.86882 5.12371 -0.57160
C -7.47590 4.93787 -1.80385
C -7.79786 3.64747 -2.20008
H -6.77227 1.86849 0.30505
H -6.13569 4.09871 1.17613
H -6.59133 6.11379 -0.23395
H -7.69535 5.77665 -2.45149
H -8.27261 3.47242 -3.15942
N -1.36697 -4.43746 2.93135
C -2.44252 -4.26059 3.69565
C -2.72199 -5.01600 4.82421
C -1.83377 -6.01716 5.18281
C -0.71000 -6.21606 4.39692
C -0.52292 -5.40395 3.28819
H -3.12577 -3.47778 3.38715
H -3.61402 -4.82022 5.40319
H -2.01481 -6.63107 6.05536
H 0.01025 -6.98770 4.63220
H 0.34473 -5.54019 2.65194
N -3.50696 6.48948 -1.88005
C -2.30854 7.02465 -2.10114
C -1.65704 6.96726 -3.32459
C -2.28163 6.31721 -4.37728
C -3.52921 5.75572 -4.16087
C -4.09771 5.86980 -2.90033
H -1.84687 7.52858 -1.25886
H -0.68550 7.42732 -3.44548
H -1.80706 6.25333 -5.34801
H -4.05900 5.24016 -4.95042
H -5.07606 5.45183 -2.69369
*
```

2.
Density functional theory data (ωB97M-V with the def2-TZVPD basis set) for a molecular structure, C47H54N4O4OsP2SSi2 at a distorted geometry.

As for the total energy: -111387.929 eV. The LUMO energy (alpha / beta) comes out at -0.210 / -0.291 Ha. The calculation puts the highest occupied orbital energy (alpha / beta) at -13.7403 / -13.8745 eV. For the largest force on an atom, the calculation gives 0.03840 Eh/bohr. The HOMO-LUMO gap (alpha / beta) comes out at 8.0 / 6.0 eV. Its expectation value of S² is 6.022.

```
! RIJCOSX wB97M-V def2-TZVPD def2/J DEFGRID3
* xyz 2 5
Os 0.62181 0.13143 -1.11157
C 2.64201 -1.74987 -4.14047
Si 2.88431 0.08523 -3.71717
C 1.33631 0.99923 -4.37417
C 4.52491 0.72533 -4.43147
C 2.66751 0.36013 -1.79947
C 2.56541 1.80263 -1.52877
C 3.46481 2.85493 -1.67397
C 3.02541 4.13913 -1.40737
C 1.71571 4.35093 -0.98677
C 0.88321 3.25913 -0.82917
N 1.30651 2.03273 -1.10737
Si 3.98911 -0.50067 -0.64487
C 4.30111 -2.27787 -1.22527
C 5.60241 0.50213 -0.58177
C 3.12161 -0.53037 1.04873
H 2.34041 -1.85767 -5.17827
H 1.87461 -2.19447 -3.51557
H 3.54561 -2.33277 -4.00877
H 1.09471 0.70373 -5.38897
H 1.45121 2.07783 -4.36467
H 0.48511 0.74083 -3.73397
H 4.52121 0.57103 -5.50787
H 5.37501 0.17343 -4.03927
H 4.70151 1.78273 -4.26227
H 4.47341 2.66433 -1.99397
H 3.69171 4.97883 -1.52607
H 1.34311 5.34503 -0.80707
H -0.13239 3.36333 -0.47457
H 4.94861 -2.32617 -2.09377
H 3.37661 -2.79147 -1.46187
H 4.78751 -2.83737 -0.43297
H 6.04101 0.63823 -1.56587
H 6.32891 -0.03837 0.01903
H 5.47371 1.47993 -0.12937
H 2.23771 -1.16737 1.01933
H 2.80351 0.46523 1.34853
H 3.76961 -0.91047 1.83163
O -6.89079 -0.96877 1.70833
S -8.10719 -0.95397 0.94873
O -8.31289 -2.03417 0.01403
O -9.22639 -0.26187 1.50123
C -7.63989 0.19863 -0.50807
N -8.53779 0.74843 -1.25447
C -8.07379 1.46443 -2.27157
C -6.70249 1.60933 -2.48647
C -5.84009 0.95673 -1.60547
N -6.35899 0.21953 -0.61357
C -4.37289 0.97353 -1.59297
C -3.73989 0.50133 -0.44037
C -2.36219 0.44973 -0.40287
N -1.59529 0.81493 -1.43207
C -2.19519 1.29463 -2.52147
C -3.56989 1.39523 -2.65037
H -8.81819 1.93163 -2.90237
H -6.34199 2.22843 -3.29107
H -4.33779 0.16543 0.39363
H -1.85609 0.11733 0.49353
H -1.55269 1.60143 -3.33507
H -3.99319 1.77613 -3.56517
C -1.53769 -2.71197 -0.51107
P -0.17889 -2.09087 -1.59257
C -1.10839 -2.09447 -3.17677
C 0.79521 -3.63227 -1.66297
C 0.88611 -4.43637 -2.79457
C 1.57161 -5.63797 -2.73157
C 2.15681 -6.05357 -1.54777
C 2.06811 -5.25447 -0.41877
C 1.40151 -4.04507 -0.47867
H -1.85289 -3.67987 -0.89807
H -2.39039 -2.03657 -0.52677
H -1.19579 -2.84367 0.51363
H -1.58029 -3.06567 -3.31947
H -0.46779 -1.86487 -4.02487
H -1.89279 -1.34227 -3.11647
H 0.42771 -4.15157 -3.72907
H 1.63791 -6.25987 -3.61017
H 2.68011 -6.99617 -1.50477
H 2.51381 -5.57607 0.50853
H 1.33701 -3.41157 0.39643
O 0.11541 0.89483 1.20253
P -0.00759 1.04273 2.69803
C 0.93831 -0.25857 3.53343
C 1.87401 -0.02837 4.52833
C 2.52691 -1.10137 5.11283
C 2.25451 -2.39567 4.70183
C 1.31661 -2.62607 3.70553
C 0.65631 -1.55887 3.12753
C -1.71879 0.87203 3.28673
C -2.00569 0.12023 4.41943
C -3.30979 0.02133 4.86973
C -4.33269 0.66793 4.19773
C -4.04819 1.43053 3.07543
C -2.74459 1.53893 2.62183
C 0.57711 2.65723 3.27373
C -0.22939 3.47743 4.05233
C 0.27351 4.66753 4.54673
C 1.58251 5.03223 4.28193
C 2.39281 4.21123 3.51203
C 1.88681 3.03263 2.99543
H 2.09221 0.97913 4.84903
H 3.24511 -0.92387 5.89733
H 2.77341 -3.22477 5.15823
H 1.09661 -3.63547 3.39333
H -0.09169 -1.71227 2.35773
H -1.21209 -0.38107 4.95233
H -3.52769 -0.55757 5.75153
H -5.34799 0.59053 4.55203
H -4.84869 1.94423 2.56593
H -2.50739 2.15383 1.76153
H -1.24249 3.18623 4.28543
H -0.35949 5.30423 5.14593
H 1.97401 5.95333 4.68383
H 3.42281 4.48183 3.33603
H 2.50561 2.38883 2.38403
*
```